(1)
# C19H20ClN3O5

A single C19H20ClN3O5 molecule (ωB97M-V/def2-TZVPD, the OMol25 dataset).

```
48
Properties=species:S:1:pos:R:3
C 1.114 3.620 5.262
C 2.142 3.832 4.151
N 3.173 2.819 4.134
C 4.235 2.888 5.125
C 4.058 1.865 6.244
C 3.212 1.800 3.246
O 4.104 0.974 3.233
C 2.084 1.731 2.255
C 2.220 2.292 0.991
C 1.216 2.169 0.049
C 0.059 1.464 0.365
N -0.999 1.301 -0.540
C -1.127 1.781 -1.797
O -0.340 2.480 -2.392
C -2.459 1.349 -2.440
O -2.903 0.079 -2.012
C -2.239 -1.021 -2.428
C -1.098 -1.018 -3.228
C -0.508 -2.207 -3.608
C -1.051 -3.412 -3.186
N -0.443 -4.653 -3.590
O -0.938 -5.681 -3.182
O 0.526 -4.591 -4.316
C -2.180 -3.443 -2.372
C -2.764 -2.255 -1.996
Cl -4.158 -2.247 -0.984
C -0.073 0.882 1.623
C 0.933 1.014 2.560
H 0.665 2.634 5.176
H 0.329 4.368 5.181
H 1.576 3.712 6.241
H 2.619 4.809 4.277
H 1.634 3.825 3.184
H 5.180 2.683 4.612
H 4.260 3.902 5.528
H 3.121 2.016 6.774
H 4.879 1.951 6.951
H 4.067 0.864 5.822
H 3.122 2.831 0.742
H 1.324 2.612 -0.926
H -1.768 0.739 -0.195
H -3.239 2.048 -2.122
H -2.366 1.405 -3.530
H -0.658 -0.088 -3.551
H 0.374 -2.213 -4.229
H -2.582 -4.391 -2.048
H -0.966 0.322 1.865
H 0.830 0.551 3.529
```

Summary:
DFT total energy   -47256.002 eV
SMILES   CCN(CC)C(=O)c1ccc(NC(=O)COc2ccc([N+](=O)[O-])cc2Cl)cc1
LUMO energy   -0.60 eV
HOMO-LUMO gap   8.3 eV


(2)
# C19H20ClN4O5Ta

A molecular structure, C19H20ClN4O5Ta (ωB97M-V/def2-TZVPD, the OMol25 dataset).

```
50
Properties=species:S:1:pos:R:3
Ta 0.321 1.060 -0.602
N 2.525 0.732 -1.417
N 3.345 0.478 -0.288
C 2.762 0.399 0.989
O 3.295 0.028 1.973
O 1.443 0.804 0.886
H 2.593 -0.053 -2.069
H 2.847 1.579 -1.889
H 4.321 0.247 -0.415
C 1.020 5.800 -1.493
C 1.667 5.126 -0.462
C 1.427 3.781 -0.264
C 0.521 3.046 -1.084
C -0.116 3.779 -2.115
C 0.134 5.121 -2.322
H 1.207 6.855 -1.649
H 2.352 5.655 0.188
H 1.939 3.295 0.560
H -0.808 3.286 -2.785
H -0.364 5.647 -3.125
C -2.354 -4.606 2.161
C -0.997 -4.041 2.471
C -0.491 -4.033 3.752
C 0.778 -3.512 4.024
Cl 1.374 -3.512 5.649
C 1.573 -2.998 2.999
C 1.080 -3.000 1.707
C -0.194 -3.497 1.450
O -0.754 -3.526 0.187
C -0.079 -2.890 -0.851
C -0.166 -1.382 -0.775
O -0.745 -0.758 0.134
O 0.443 -0.650 -1.694
H -2.835 -4.971 3.065
H -2.276 -5.433 1.454
H -2.996 -3.852 1.705
H -1.078 -4.438 4.567
H 2.556 -2.603 3.221
H 1.707 -2.622 0.908
H -0.565 -3.206 -1.778
H 0.980 -3.169 -0.916
N -3.579 0.865 -2.410
C -3.847 1.838 -1.474
C -2.666 2.108 -0.875
N -1.677 1.301 -1.440
C -2.286 0.558 -2.365
H -4.249 0.462 -3.051
H -4.833 2.245 -1.329
H -2.446 2.825 -0.103
H -1.810 -0.162 -3.010
```

Summary:
DFT total energy   -50285.614 eV
Net charge   +2
LUMO energy   -8.50 eV
HOMO-LUMO gap   4.3 eV


(3)
# C19H20FeN3

A molecular structure, C19H20FeN3 (ωB97M-V/def2-TZVPD, the OMol25 dataset).

```
43
Properties=species:S:1:pos:R:3
C 1.692 -4.443 -0.687
N 0.670 -3.406 -0.586
N 0.959 -2.094 -0.642
N -0.219 -1.437 -0.501
C -1.259 -2.367 -0.555
C -0.691 -3.628 -0.610
C -1.457 -4.805 -0.702
C -2.847 -4.596 -0.708
C -3.433 -3.314 -0.712
C -2.637 -2.141 -0.653
H 1.163 -5.386 -0.709
H 2.280 -4.304 -1.591
H 2.379 -4.444 0.160
H -0.921 -5.763 -0.758
H -3.514 -5.457 -0.727
H -4.528 -3.197 -0.721
H -3.002 -1.103 -0.627
C -0.297 0.208 -2.092
C 0.137 1.455 -1.542
C 1.176 1.830 -0.658
C 1.744 3.216 -0.652
C 2.664 3.343 0.439
C 2.672 2.080 1.172
C 1.803 1.167 0.504
Fe 0.859 2.856 1.046
C -1.023 2.465 1.455
C -0.856 3.801 0.905
C 0.077 4.522 1.754
C 0.491 3.635 2.824
C -0.183 2.361 2.639
H -1.180 0.296 -2.765
H 0.473 -0.468 -2.466
H -0.709 -0.287 -1.090
H -0.406 2.324 -1.967
H 1.499 3.961 -1.395
H 3.299 4.193 0.661
H 3.301 1.867 2.026
H 1.622 0.130 0.748
H -1.708 1.708 1.077
H -1.414 4.225 0.072
H 0.321 5.579 1.664
H 1.122 3.914 3.665
H -0.123 1.502 3.302
```

Summary:
DFT total energy   -58875.264 eV
2S+1   5
⟨S²⟩   6.05
Net charge   -1
LUMO energy (spin up / spin down)   2.52 / 0.45 eV
HOMO-LUMO gap (spin up / spin down)   1.5 / 6.1 eV


(4)
# C19H20N2

2 unconnected molecules or ions with the total composition C19H20N2 (ωB97M-V/def2-TZVPD, the OMol25 dataset).

```
41
Properties=species:S:1:pos:R:3
C -2.926 0.167 2.045
C -1.991 -0.895 1.418
C -0.671 -0.928 2.152
C -0.097 -2.073 2.613
N 1.143 -1.775 3.178
C 1.365 -0.429 3.065
C 2.458 0.314 3.502
C 2.445 1.669 3.224
C 1.376 2.230 2.493
C 0.330 1.488 2.011
C 0.260 0.134 2.403
H -3.415 0.801 1.301
H -2.403 0.842 2.713
H -3.743 -0.308 2.597
H -2.427 -1.888 1.458
H -1.805 -0.568 0.406
H -0.328 -3.122 2.488
H 1.648 -2.490 3.671
H 3.288 -0.104 4.068
H 3.338 2.231 3.463
H 1.475 3.301 2.307
H -0.431 1.968 1.407
C -1.777 2.029 -2.795
C -0.648 1.183 -3.287
C -0.281 1.082 -4.590
N 0.539 -0.010 -4.764
C 0.800 -0.575 -3.543
C 1.505 -1.731 -3.230
C 1.380 -2.235 -1.945
C 0.736 -1.459 -0.965
C 0.107 -0.273 -1.253
C 0.089 0.180 -2.582
H -2.594 1.336 -2.559
H -2.183 2.685 -3.569
H -1.634 2.637 -1.907
H -0.581 1.687 -5.423
H 1.015 -0.212 -5.625
H 2.063 -2.311 -3.959
H 1.892 -3.141 -1.655
H 0.873 -1.761 0.070
H -0.191 0.324 -0.400
```

Summary:
DFT total energy   -23007.830 eV
SMILES   CCc1c[nH]c2ccccc12.Cc1c[nH]c2ccccc12
LUMO energy   0.90 eV
HOMO-LUMO gap   8.6 eV


(5)
# C19H20N2O2

A single C19H20N2O2 molecule (ωB97M-V/def2-TZVPD, the OMol25 dataset).

```
43
Properties=species:S:1:pos:R:3
C 5.306 -0.845 -0.651
N 4.192 -1.275 0.171
C 3.366 -2.239 -0.526
C 3.481 -0.135 0.747
C 2.451 -0.579 1.817
N 1.122 -0.800 1.313
C 0.190 0.187 1.333
O 0.352 1.231 1.935
C -1.080 -0.130 0.615
C -1.114 -0.918 -0.555
C -2.297 -1.159 -1.192
C -3.511 -0.638 -0.696
C -4.748 -0.881 -1.327
C -5.903 -0.351 -0.824
C -5.875 0.447 0.331
C -4.692 0.701 0.966
C -3.482 0.168 0.473
C -2.246 0.412 1.100
C 2.854 0.797 -0.250
C 3.120 2.110 -0.510
C 2.230 2.503 -1.538
C 1.493 1.402 -1.834
O 1.864 0.363 -1.065
H 5.934 -0.167 -0.076
H 5.897 -1.718 -0.923
H 4.993 -0.332 -1.573
H 4.014 -3.027 -0.910
H 2.808 -1.812 -1.370
H 2.670 -2.697 0.174
H 4.248 0.446 1.272
H 2.822 -1.481 2.308
H 2.357 0.225 2.552
H 0.960 -1.607 0.733
H -0.195 -1.302 -0.974
H -2.320 -1.754 -2.094
H -4.766 -1.495 -2.217
H -6.848 -0.542 -1.312
H -6.798 0.858 0.713
H -4.662 1.315 1.855
H -2.206 1.033 1.983
H 3.850 2.722 -0.022
H 2.152 3.471 -1.989
H 0.702 1.229 -2.537
```

Summary:
DFT total energy   -27102.682 eV
SMILES   CN(C)[C@H](CNC(=O)c1ccc2ccccc2c1)c1ccco1
LUMO energy   0.40 eV
HOMO-LUMO gap   8.8 eV


Largest force on an atom: 1.3 2.4 4.1 1.6 1.2 (eV/Å)
ΔE to the lowest compared entry with this formula, charge and spin: 220.7 147.2 10.4 31.6 170.6 (kJ/mol)